Entry from the Open Molecules 2025 dataset: a cluster of 5 separate species, H10O5 in total (the ωB97M-V functional and the def2-TZVPD basis).

Calculated values
- Energy above the lowest of the compared OMol25 structures with the same formula, charge and spin: 31.2 kcal/mol
- LUMO: 0.5 eV
- Kohn-Sham gap: 0.436 hartree
- SMILES: O.O.O.O.O

Geometry as XYZ:
```
15
H10O5 (the ωB97M-V functional and the def2-TZVPD basis)
O -0.50930 -0.46216 -0.78363
H 0.15561 -0.09482 -0.19039
H -0.00911 -1.04904 -1.36187
O -0.45275 2.62072 0.27930
H -1.01189 2.50849 -0.49772
H -1.03066 2.39891 1.01809
O 2.57448 -1.49982 3.24840
H 2.28102 -0.78764 3.82777
H 1.86226 -2.14764 3.29384
O -4.74047 -0.10205 -1.91676
H -4.74593 -0.40103 -2.83304
H -4.29542 -0.81236 -1.44096
O 3.18831 -0.40265 -0.72509
H 3.36017 -1.15544 -1.30194
H 2.95186 0.30827 -1.33146
```

Per-atom natural (NBO) charges, elementary charge units: -0.9513 0.4848 0.4661 -0.9443 0.4762 0.4685 -0.9322 0.4667 0.4654 -0.9370 0.4664 0.4705 -0.9339 0.4659 0.4682


Entry from the Open Molecules 2025 dataset: a cluster of 5 separate species, H10O5 in total in a non-equilibrium geometry (the ωB97M-V functional and the def2-TZVPD basis).

Calculated values
- Energy above the lowest of the compared OMol25 structures with the same formula, charge and spin: 41.0 kcal/mol
- LUMO: 0.4 eV
- Kohn-Sham gap: 0.423 hartree
- SMILES: O.O.O.O.O

Geometry as XYZ:
```
15
H10O5 (the ωB97M-V functional and the def2-TZVPD basis)
O -0.50457 1.25895 0.63384
H -1.31595 0.86081 0.26966
H 0.14531 0.57645 0.42695
O -0.46272 -0.53711 -4.10512
H -0.83244 -0.66081 -4.93332
H -1.05958 0.09405 -3.70468
O -2.90977 3.38742 -0.95880
H -3.53190 2.98122 -1.53158
H -2.10670 3.49793 -1.48096
O 3.45152 -1.76574 2.24944
H 3.12326 -2.63850 2.40066
H 4.41388 -1.87265 2.20134
O 0.58198 -1.63094 2.47965
H 0.67692 -2.56419 2.90770
H 0.33077 -0.98688 3.14522
```

Per-atom natural (NBO) charges, elementary charge units: -0.9386 0.4657 0.4726 -0.9220 0.4602 0.4619 -0.9328 0.4616 0.4714 -0.9240 0.4602 0.4630 -0.9491 0.4687 0.4812


Entry from the Open Molecules 2025 dataset: a structure of composition H10O5 in a non-equilibrium geometry (the ωB97M-V functional and the def2-TZVPD basis).

Calculated values
- Energy above the lowest of the compared OMol25 structures with the same formula, charge and spin: 288.8 kcal/mol
- LUMO: -0.4 eV
- Kohn-Sham gap: 0.324 hartree

Geometry as XYZ:
```
15
H10O5 (the ωB97M-V functional and the def2-TZVPD basis)
O -1.48964 2.07154 0.12897
H -2.31665 1.80612 0.53129
H -0.82083 1.58787 0.61372
O 0.27479 1.13760 1.84327
H 0.51900 2.05978 1.76466
H 0.12306 0.85188 0.94240
O 0.28002 0.44102 0.15186
H 0.29232 -0.47957 -0.11004
H 0.12098 0.91984 -0.66157
O 0.12521 -1.56516 -0.32377
H -0.65091 -2.12170 -0.25950
H 0.48617 -1.55340 0.56268
O 0.97179 -1.99603 -1.99887
H 0.54225 -1.93119 -1.14593
H 1.54244 -1.22858 -2.03915
```

Per-atom natural (NBO) charges, elementary charge units: -0.9660 0.4693 0.4534 -1.0283 0.4383 0.3727 -0.8330 0.4428 0.5005 -0.7472 0.5409 0.5283 -1.0167 0.4100 0.4350


Entry from the Open Molecules 2025 dataset: a cluster of 5 separate species, H10O5 in total in a non-equilibrium geometry (the ωB97M-V functional and the def2-TZVPD basis).

Calculated values
- Energy above the lowest of the compared OMol25 structures with the same formula, charge and spin: 22.9 kcal/mol
- LUMO: 0.2 eV
- Kohn-Sham gap: 0.403 hartree
- SMILES: O.O.O.O.O

Geometry as XYZ:
```
15
H10O5 (the ωB97M-V functional and the def2-TZVPD basis)
O 1.97260 1.93360 0.92127
H 1.39260 1.48160 0.28227
H 2.85060 1.88160 0.49427
O -1.67040 1.16060 2.02127
H -2.57240 1.48960 2.11427
H -1.63540 0.32360 2.42927
O 1.98860 -1.46040 -1.06573
H 1.25360 -0.96340 -0.77073
H 2.38960 -1.59440 -0.22073
O -1.39240 -1.48040 -1.91973
H -2.12840 -1.64040 -1.35673
H -0.76740 -2.17640 -1.82673
O -0.13240 0.33760 -0.35173
H -0.79140 0.72860 0.23027
H -0.75740 -0.02140 -0.98073
```

Per-atom natural (NBO) charges, elementary charge units: -0.9582 0.4887 0.4628 -0.9442 0.4791 0.4752 -0.9478 0.4793 0.4599 -0.9446 0.4741 0.4911 -1.0063 0.4967 0.4941


Entry from the Open Molecules 2025 dataset: a cluster of 5 separate species, H10O5 in total (the ωB97M-V functional and the def2-TZVPD basis).

Calculated values
- Energy above the lowest of the compared OMol25 structures with the same formula, charge and spin: 25.8 kcal/mol
- LUMO: 0.3 eV
- Kohn-Sham gap: 0.424 hartree
- SMILES: O.O.O.O.O

Geometry as XYZ:
```
15
H10O5 (the ωB97M-V functional and the def2-TZVPD basis)
O -0.39107 -1.31162 -4.08656
H -0.19817 -0.37500 -4.12845
H -0.46839 -1.49911 -3.15108
O 3.04051 2.10869 0.45400
H 2.94548 2.84377 -0.15168
H 2.26679 1.56728 0.29758
O -1.79468 1.14006 3.52259
H -0.94686 1.20624 3.96198
H -2.16446 2.02104 3.58060
O -0.11327 -2.83471 -0.65903
H -1.03874 -2.99768 -0.47687
H 0.34916 -3.21841 0.08607
O -0.33489 0.76699 0.08844
H -0.86885 0.72044 0.88151
H -0.28255 -0.13796 -0.21908
```

Per-atom natural (NBO) charges, elementary charge units: -0.9376 0.4665 0.4709 -0.9456 0.4657 0.4793 -0.9445 0.4726 0.4725 -0.9484 0.4723 0.4772 -0.9583 0.4812 0.4762


Entry from the Open Molecules 2025 dataset: a cluster of 5 separate species, H10O5 in total in a non-equilibrium geometry (the ωB97M-V functional and the def2-TZVPD basis).

Calculated values
- Energy above the lowest of the compared OMol25 structures with the same formula, charge and spin: 84.7 kcal/mol
- LUMO: -0.1 eV
- Kohn-Sham gap: 0.344 hartree
- SMILES: O.O.O.O.O

Geometry as XYZ:
```
15
H10O5 (the ωB97M-V functional and the def2-TZVPD basis)
O -2.38192 -0.53749 -0.64445
H -2.15532 0.10301 0.03922
H -1.53162 -0.90059 -0.91671
O 1.69754 0.42664 1.59344
H 2.52241 -0.07012 1.55095
H 1.75570 1.04149 0.85346
O -1.19698 -3.39197 0.10863
H -0.80087 -2.69274 0.64076
H -0.44326 -3.82654 -0.30616
O -0.80596 0.60592 -0.95693
H 0.06913 0.31868 -0.67286
H -1.02097 1.32996 -0.35816
O 2.41534 2.81286 -0.21234
H 1.71352 2.25954 -0.57329
H 2.06716 3.10956 0.63603
```

Per-atom natural (NBO) charges, elementary charge units: -0.9186 0.4439 0.4719 -0.9451 0.4782 0.4558 -0.9268 0.4651 0.4625 -0.9227 0.4585 0.4684 -0.9200 0.4556 0.4735


Entry from the Open Molecules 2025 dataset: a cluster of 5 separate species, H10O5 in total in a non-equilibrium geometry (the ωB97M-V functional and the def2-TZVPD basis).

Calculated values
- Energy above the lowest of the compared OMol25 structures with the same formula, charge and spin: 29.5 kcal/mol
- LUMO: 0.3 eV
- Kohn-Sham gap: 0.376 hartree
- SMILES: O.O.O.O.O

Geometry as XYZ:
```
15
H10O5 (the ωB97M-V functional and the def2-TZVPD basis)
O -0.89422 22.83227 -9.98048
H -0.81111 23.22939 -9.10204
H -1.22156 21.94166 -9.92910
O -5.47123 23.54777 -7.77380
H -5.00967 22.75655 -8.05641
H -6.26785 23.45909 -7.20814
O -3.59984 23.19939 -10.72878
H -4.14933 23.91600 -10.43049
H -2.70792 23.26218 -10.51166
O -3.47142 20.71365 -12.36510
H -2.56251 21.08665 -12.44694
H -3.97842 21.39920 -11.97949
O -0.91486 21.26219 -12.31750
H -0.67892 22.03722 -11.79917
H -0.37571 21.12021 -13.09107
```

Per-atom natural (NBO) charges, elementary charge units: -0.9769 0.5007 0.4953 -0.9809 0.4907 0.4900 -0.9828 0.4870 0.4838 -0.9894 0.4811 0.4723 -0.9649 0.4993 0.4948


Entry from the Open Molecules 2025 dataset: a cluster of 5 separate species, H10O5 in total (the ωB97M-V functional and the def2-TZVPD basis).

Calculated values
- Energy above the lowest of the compared OMol25 structures with the same formula, charge and spin: 24.0 kcal/mol
- LUMO: 0.2 eV
- Kohn-Sham gap: 0.409 hartree
- SMILES: O.O.O.O.O

Geometry as XYZ:
```
15
H10O5 (the ωB97M-V functional and the def2-TZVPD basis)
O 6.44874 5.53048 9.95822
H 5.88444 5.85710 9.24263
H 7.35557 5.72401 9.66384
O 9.10904 3.06681 9.26872
H 9.33438 2.13254 9.20079
H 8.37337 3.18457 8.65744
O 5.72980 6.80495 12.52102
H 6.57115 7.00204 12.94496
H 5.96330 6.42556 11.65561
O 8.88382 7.25291 9.92949
H 8.18575 7.90020 10.09496
H 9.09066 6.88808 10.79942
O 4.30630 3.87824 10.76108
H 5.11047 4.38192 10.53602
H 4.61125 2.97722 10.90406
```

Per-atom natural (NBO) charges, elementary charge units: -0.9844 0.4872 0.5122 -0.9398 0.4715 0.4685 -0.9522 0.4564 0.4844 -0.9450 0.4767 0.4768 -0.9577 0.4818 0.4635


Which of these has the lowest energy above the lowest of the compared OMol25 structures with the same formula, charge and spin? number 4